No. 1
Density functional theory data (wB97M-V/def2-TZVPD) for 2 unconnected molecules or ions with the total composition C3H4N4.

As for the energy above the lowest of the compared OMol25 structures with the same formula, charge and spin: 155.4 kcal per mole. Its spin multiplicity is 1. For the HOMO energy, the calculation gives -8.40 eV.

Each line ends with the Löwdin charge.
Cartesian coordinates (Å):
C  2.218  0.288  -0.329  -0.177
C  3.414  -0.241  -0.444  0.020
C  -2.081  1.769  -0.475  -0.071
N  1.641  1.288  0.110  -0.134
N  0.867  2.043  0.391  0.210
N  -0.772  -0.168  -0.100  0.190
N  -1.392  0.750  -0.253  -0.243
H  3.519  -1.317  -0.893  0.091
H  4.344  0.171  -0.233  0.024
H  -3.075  1.706  -0.329  0.017
H  -1.562  2.740  -0.634  0.072

---

No. 2
Density functional theory data (wB97M-V/def2-TZVPD) for C3H6OS2 in the gas phase.

As for the energy above the lowest of the compared OMol25 structures with the same formula, charge and spin: 25.9 kcal per mole. Its spin multiplicity is 1. Its SMILES is C1OCSCS1. For the HOMO energy, the calculation gives -8.74 eV.

Each line ends with the Löwdin charge.
Cartesian coordinates (Å):
C  0.884  -1.263  0.060  -0.518
O  1.374  -0.169  0.746  -0.241
C  1.340  1.040  -0.023  -0.509
S  -0.234  1.338  -0.842  0.817
C  -1.291  0.406  0.334  -0.788
S  -0.962  -1.377  0.289  0.793
H  1.315  -2.210  0.467  0.098
H  1.088  -1.257  -1.017  0.080
H  1.594  1.891  0.642  0.096
H  2.122  1.033  -0.790  0.084
H  -1.212  0.868  1.330  0.044
H  -2.356  0.561  0.025  0.045

---

No. 3
Density functional theory data (wB97M-V/def2-TZVPD) for a molecular structure, C7H19O10Sr.

As for the energy above the lowest of the compared OMol25 structures with the same formula, charge and spin: 2.8 kcal per mole. Its spin multiplicity is 1. For the HOMO energy, the calculation gives -4.50 eV. Its total charge is -1.

Each line ends with the Löwdin charge.
Cartesian coordinates (Å):
Sr  0.035  -0.301  0.799  1.602
C  3.846  -2.187  -1.161  -0.054
C  2.427  -2.446  -1.659  -0.762
O  2.279  -3.028  -2.754  -0.062
O  1.481  -2.033  -0.915  -0.144
H  3.895  -1.443  -0.362  0.031
H  4.440  -1.808  -1.999  0.060
H  4.356  -3.068  -0.766  0.061
C  -1.132  3.914  1.006  -0.026
C  -0.849  2.467  1.308  -0.777
O  -1.800  1.636  1.304  -0.115
O  0.339  2.139  1.569  -0.161
H  -1.853  4.000  0.193  0.075
H  -0.206  4.462  0.838  0.070
H  -1.603  4.432  1.848  0.073
C  -3.961  -1.118  -0.596  -0.036
C  -2.820  -2.167  -0.715  -0.762
O  -3.146  -3.292  -1.132  -0.062
O  -1.656  -1.779  -0.431  -0.187
H  -4.406  -1.162  -1.597  0.061
H  -3.527  -0.156  -0.339  0.047
H  -4.799  -1.462  0.010  0.056
C  -0.368  1.636  -2.451  -0.076
O  0.272  0.878  -1.396  -0.244
H  -1.405  1.314  -2.444  0.091
H  -0.251  2.692  -2.208  0.079
H  0.089  1.391  -3.408  0.087
H  1.191  0.800  -1.664  0.063
O  1.564  -1.356  2.536  -0.122
H  1.263  -2.038  3.148  0.063
H  2.423  -1.081  2.870  0.059
O  2.647  0.611  0.545  -0.087
H  3.319  1.003  1.112  0.062
H  2.908  0.854  -0.348  0.051
O  -1.462  -0.816  2.757  -0.134
H  -1.828  -1.508  3.317  0.065
H  -1.699  0.020  3.186  0.057

---

No. 4
Density functional theory data (wB97M-V/def2-TZVPD) for C19H24N2O2S in the gas phase.

As for the energy above the lowest of the compared OMol25 structures with the same formula, charge and spin: 95.3 kcal per mole. Its spin multiplicity is 1. Its SMILES is CCN1CCC[C@H](Oc2ccc3[nH]c(=O)c4c(c3c2)CCSC4)C1. For the HOMO energy, the calculation gives -8.07 eV.

Each line ends with the Löwdin charge.
Cartesian coordinates (Å):
C  2.863  -0.558  -4.491  -0.116
C  1.503  -0.015  -4.807  -0.280
N  0.533  -0.608  -3.830  -0.167
C  -0.553  -1.367  -4.501  -0.192
C  -1.159  -2.264  -3.371  -0.198
C  -1.816  -1.518  -2.280  -0.161
C  -0.857  -0.448  -1.645  -0.230
O  -1.777  0.545  -0.994  -0.035
C  -1.618  0.847  0.300  -0.353
C  -1.423  2.179  0.670  0.054
C  -1.343  2.421  2.095  0.008
C  -1.168  1.401  3.018  -0.234
N  -1.134  1.650  4.321  0.151
C  -1.057  0.719  5.329  -0.401
O  -0.684  0.950  6.482  0.037
C  -1.146  -0.731  4.944  -0.087
C  -1.260  -1.097  3.556  -0.044
C  -1.339  0.034  2.607  -0.047
C  -1.580  -0.147  1.169  0.047
C  -1.547  -2.634  3.148  -0.140
C  -1.203  -3.612  4.402  -0.585
S  -2.252  -3.287  5.696  0.869
C  -1.353  -1.718  6.148  -0.384
C  -0.021  0.277  -2.735  -0.086
H  2.778  -1.635  -4.558  0.061
H  3.619  -0.131  -5.152  0.073
H  2.995  -0.450  -3.365  0.096
H  1.276  -0.087  -5.918  0.131
H  1.592  1.059  -4.648  0.098
H  -0.061  -1.997  -5.254  0.116
H  -1.242  -0.816  -5.084  0.098
H  -1.865  -2.946  -3.974  0.134
H  -0.272  -2.826  -3.012  0.120
H  -2.281  -2.093  -1.468  0.119
H  -2.572  -0.883  -2.784  0.128
H  -0.314  -1.069  -0.919  0.146
H  -1.372  2.964  -0.057  0.111
H  -1.199  3.445  2.423  0.109
H  -1.390  2.602  4.527  0.164
H  -1.569  -1.135  0.884  0.084
H  -0.830  -3.060  2.403  0.114
H  -2.572  -2.838  2.948  0.084
H  -0.158  -3.438  4.537  0.073
H  -1.338  -4.667  4.207  0.061
H  -0.341  -1.972  6.527  0.088
H  -1.943  -1.217  7.016  0.111
H  0.710  0.814  -2.164  0.114
H  -0.732  0.951  -3.272  0.138